Molecular formula: C21H40NO24S3
Method: DFT, ωB97M-V/def2-TZVPD

Atoms and positions in Å:
N (-0.35428, 0.18607, -0.60563)
O (0.56044, 1.02604, -0.94638)
O (-0.53286, -0.16178, 0.61395)
O (-1.09494, -0.30021, -1.44172)
O (-6.32272, -1.14700, 4.27046)
S (-5.50466, -1.75299, 3.18513)
O (-6.25996, -2.08978, 1.97233)
O (-4.43500, -0.55818, 2.57674)
C (-4.91995, 0.63675, 2.14580)
C (-3.66230, 1.51042, 1.83154)
C (-4.52554, -3.11004, 3.68359)
H (-5.58777, 1.23037, 2.82866)
H (-5.74639, 0.58829, 1.46757)
H (-3.01655, 0.92998, 1.15542)
H (-3.11628, 1.72309, 2.77963)
H (-3.81559, 2.45418, 1.23868)
H (-5.05174, -3.94455, 4.28928)
H (-3.85057, -2.92647, 4.37996)
H (-3.92387, -3.48829, 2.96441)
O (4.59111, 2.68953, -2.69720)
S (3.95622, 3.09518, -3.88576)
O (3.18118, 2.15143, -4.55777)
O (2.82967, 4.25078, -3.39702)
C (1.89936, 3.64840, -2.44010)
C (0.70521, 4.69970, -2.11981)
C (4.95992, 4.06778, -4.91959)
H (2.31330, 3.50237, -1.47483)
H (1.59309, 2.83789, -2.83713)
H (-0.02606, 4.26726, -1.68698)
H (0.29633, 5.06434, -3.04438)
H (1.06251, 5.47976, -1.60960)
H (5.23268, 5.07254, -4.53105)
H (4.55425, 4.40862, -5.78145)
H (5.80099, 3.66478, -5.41370)
O (0.28064, 3.05357, 4.53149)
S (0.84456, 3.59667, 3.36517)
O (1.10072, 4.94627, 3.19404)
O (2.41621, 3.02525, 3.11062)
C (3.15171, 2.61645, 4.30176)
C (4.53631, 2.10592, 3.99241)
C (-0.08438, 3.07016, 2.02825)
H (2.39879, 2.05899, 4.98196)
H (3.13211, 3.60373, 4.85851)
H (5.09102, 2.05890, 4.71299)
H (4.91098, 2.98354, 3.28665)
H (4.46586, 1.19598, 3.24665)
H (0.05563, 1.88630, 1.99563)
H (0.46329, 3.36334, 1.09950)
H (-1.12625, 3.34315, 2.16123)
C (-0.62327, -0.96319, 3.68559)
C (-0.31680, -0.15547, 4.84285)
O (-0.83213, -0.95065, 5.93057)
C (-1.38474, -2.10083, 5.38334)
O (-2.09222, -2.90001, 6.10316)
O (-1.20616, -2.17909, 4.15239)
H (0.35215, -1.14214, 3.34684)
H (-1.42778, -0.51391, 3.04804)
H (-1.01152, 0.62763, 5.12772)
H (0.74470, 0.12942, 4.92860)
C (-3.02026, -1.98985, -5.41201)
C (-2.00782, -2.15293, -4.22572)
O (-0.90939, -2.81257, -4.85349)
C (-1.12765, -2.92352, -6.21898)
O (-0.34469, -3.34385, -7.05003)
O (-2.31046, -2.46789, -6.50503)
H (-3.37582, -1.04679, -5.41729)
H (-3.71595, -2.65661, -5.17179)
H (-2.26404, -2.76626, -3.39489)
H (-1.65538, -1.09194, -4.04864)
C (0.40716, -3.12206, -0.18273)
C (-0.80306, -3.54647, 0.74859)
O (-0.70704, -4.95887, 0.68620)
C (0.29948, -5.39597, 0.02852)
O (0.61773, -6.59269, 0.05527)
O (0.95142, -4.39163, -0.54763)
H (1.19848, -2.53416, 0.18721)
H (0.23387, -2.64811, -1.13963)
H (-1.54833, -3.14390, 0.14897)
H (-0.86058, -3.12690, 1.62038)
C (1.93450, -1.22600, -3.03661)
C (2.44406, -1.76967, -4.39245)
O (3.02530, -2.91726, -4.06997)
C (3.21572, -3.09670, -2.79752)
O (3.86166, -3.96680, -2.41354)
O (2.66550, -2.10685, -2.15028)
H (0.94103, -1.27279, -2.92940)
H (2.25705, -0.11072, -3.09770)
H (3.21535, -1.10658, -4.75733)
H (1.75347, -2.17995, -5.07148)

**2S+1**: 1
**Total charge**: -1
**Relative energy (zero: lowest compared OMol25 entry of this formula, charge and spin)**: 30.50 kcal/mol
**Molar mass**: 786.7 g/mol
**Kohn-Sham gap**: 8.4 eV
**E_tot**: -3878.8707 a.u.